Record 1
DFT (ωB97M-V/def2-TZVPD) results for the molecule C6H12N2.

For the maximum force, the calculation gives 9.28 eV Å⁻¹. For the HOMO energy, the calculation gives -8.5 eV. The calculation puts the frontier orbital gap at 9.57 eV. The value obtained for the energy relative to the best compared isomer or geometry (same formula, charge and spin) is 100.0 kcal/mol. The value obtained for the lowest unoccupied orbital energy is 1.1 eV. Its net charge is 0.

Last column: Mulliken charge in e.
Element x y z (Å)
C: 1.2677 0.5070 0.8718  -0.44
C: 0.2679 -0.5812 1.4558  -0.56
C: -0.2255 -1.3182 -0.6853  -0.82
C: 0.8610 -0.6156 -1.2564  -0.32
C: -0.4958 1.4934 -0.4738  -0.45
C: -1.5771 0.4681 0.1537  -0.68
H: 2.4588 0.4663 0.8265  0.28
H: 1.2585 1.3453 1.6452  0.28
H: 0.6654 -1.6565 1.5392  0.26
H: -0.1089 -0.2575 2.3735  0.41
H: -1.3010 -1.4112 -1.3379  0.32
H: -0.1350 -2.3912 -0.4283  0.50
H: 0.7572 -0.8570 -2.3738  0.26
H: 1.7717 -1.1524 -0.9034  0.26
H: -0.4226 2.5803 -0.3268  0.40
H: -0.9132 1.5938 -1.4965  0.26
H: -2.0802 0.7730 1.0167  0.31
H: -2.5068 0.3808 -0.4726  0.34
N: -0.9382 -0.7949 0.5174  -0.23
N: 0.9335 0.9184 -0.5827  -0.38

Record 2
DFT (ωB97M-V/def2-TZVPD) results for the molecule C6H12N2.

For the maximum force, the calculation gives 1.72 eV Å⁻¹. For the HOMO energy (alpha / beta), the calculation gives -8.6 / -8.2 eV. The calculation puts the frontier orbital gap (alpha / beta) at 8.40 / 8.18 eV. The value obtained for the energy relative to the best compared isomer or geometry (same formula, charge and spin) is 118.0 kcal/mol. The value obtained for the lowest unoccupied orbital energy (alpha / beta) is -0.2 / 0.0 eV. Its net charge is 0.

Last column: Mulliken charge in e.
Element x y z (Å)
C: 1.3050 0.3616 0.5591  -0.92
N: 2.0973 1.4357 1.0999  -0.57
C: -0.2008 0.6751 0.2910  0.50
C: -0.6269 1.8600 -0.2736  -0.84
H: 2.1363 2.2290 0.4720  0.27
H: 1.7499 1.7547 1.9968  0.28
H: 1.7430 0.0425 -0.3895  0.30
H: 1.3340 -0.4777 1.2542  0.45
H: -0.6495 0.4400 1.5276  0.23
H: -1.2803 1.8785 -1.1351  0.29
H: -0.4278 2.8174 0.1892  0.31
C: -1.0251 -0.6411 -0.0795  0.06
C: -0.2230 -1.7711 -0.6457  -0.37
C: -0.2201 -2.1029 -1.9295  -0.80
N: -1.4305 -0.8580 1.2850  -0.83
H: -2.3348 -0.4059 1.4283  0.31
H: -1.8333 -0.3755 -0.7651  0.49
H: 0.3898 -2.3189 0.0614  0.33
H: -0.8480 -1.5940 -2.6511  0.25
H: 0.3448 -2.9495 -2.2954  0.28

Record 3
DFT (ωB97M-V/def2-TZVPD) results for a cluster of 2 separate species, C6H12N2 in total.

For the maximum force, the calculation gives 5.14 eV Å⁻¹. For the HOMO energy, the calculation gives -9.0 eV. The calculation puts the frontier orbital gap at 9.82 eV. The value obtained for the energy relative to the best compared isomer or geometry (same formula, charge and spin) is 106.3 kcal/mol. The value obtained for the lowest unoccupied orbital energy is 0.9 eV. Its net charge is 0.

Last column: Mulliken charge in e.
Element x y z (Å)
C: -1.0827 -1.9655 0.5917  -0.82
C: -1.1250 -0.7694 0.0572  -0.05
C: -1.5027 0.8456 -1.7555  -1.28
C: -1.0999 1.4574 0.7904  -1.33
C: 1.8609 -0.8249 -0.4395  -0.78
C: -1.2907 0.4604 -0.3130  0.94
N: 3.0183 0.3989 1.0010  -0.75
N: 1.8325 0.0222 0.7227  0.38
H: -1.9855 -2.6235 0.6496  0.28
H: -2.3663 1.4557 -1.9385  0.41
H: -0.4725 1.1953 -2.1056  0.27
H: -1.6864 -0.0171 -2.4256  0.32
H: -0.7687 2.4362 0.4373  0.31
H: -2.0556 1.8542 1.2848  0.29
H: -0.4935 0.9392 1.3962  0.48
H: 0.8933 -0.7523 -1.0576  0.21
H: 2.8418 -0.6857 -0.9557  0.39
H: 1.7546 -1.7922 0.0450  0.29
H: 2.9077 1.0199 1.8563  0.24
H: -0.1628 -2.4248 0.4504  0.18

Record 4
DFT (ωB97M-V/def2-TZVPD) results for a structure of composition C6H12N2.

For the maximum force, the calculation gives 8.61 eV Å⁻¹. For the HOMO energy, the calculation gives -8.6 eV. The calculation puts the frontier orbital gap at 8.16 eV. The value obtained for the energy relative to the best compared isomer or geometry (same formula, charge and spin) is 237.6 kcal/mol. The value obtained for the lowest unoccupied orbital energy is -0.4 eV. Its net charge is 0.

Last column: Mulliken charge in e.
Element x y z (Å)
C: -0.9850 -0.2274 -0.1050  0.49
C: -0.8049 1.2354 0.0352  -0.53
C: 0.5496 1.2707 0.0884  -1.46
C: 1.0962 -0.1935 -0.2152  0.17
C: -0.0280 -0.7757 1.0276  -0.82
C: 0.0367 -0.6015 -1.1643  -0.30
H: -2.3915 -1.5551 1.1279  0.28
H: -2.9498 0.4572 -0.4896  0.30
H: -1.4982 1.7701 0.7655  0.25
H: -1.1563 1.3732 -1.1537  0.36
H: 0.9475 1.9382 -0.5260  0.59
H: 1.1802 1.6937 0.8843  0.49
H: 2.8213 0.1267 0.3692  0.31
H: 2.6554 -1.4162 0.2065  0.34
H: 0.3990 -1.8468 1.2647  0.33
H: 0.1516 -0.4013 2.1450  0.22
H: -0.1291 -1.7055 -1.3309  0.32
H: -0.1178 -0.1705 -2.3432  0.19
N: -2.2589 -0.6195 -0.2678  -0.78
N: 2.4821 -0.3522 -0.3186  -0.75

Record 5
DFT (ωB97M-V/def2-TZVPD) results for a cluster of 2 separate species, C6H12N2 in total.

For the maximum force, the calculation gives 3.88 eV Å⁻¹. For the HOMO energy, the calculation gives -8.5 eV. The calculation puts the frontier orbital gap at 9.45 eV. The value obtained for the energy relative to the best compared isomer or geometry (same formula, charge and spin) is 25.6 kcal/mol. The value obtained for the lowest unoccupied orbital energy is 0.9 eV. Its net charge is 0.

Last column: Mulliken charge in e.
Element x y z (Å)
C: -2.8870 -0.8222 0.4157  -0.84
C: -1.9696 -0.1658 1.4701  -0.63
H: -3.6453 -0.0396 0.3248  0.24
H: -2.4637 -1.4020 -0.3813  0.34
H: -3.3850 -1.6666 0.9570  0.23
H: -1.0850 0.2097 0.9187  0.04
H: -1.4468 -0.9111 2.0789  0.24
H: -2.3073 0.6971 2.0451  0.37
C: 1.0176 -1.1718 -1.6459  -1.18
C: 1.9467 1.2037 -1.1924  -0.52
C: 1.6010 -0.0783 -0.8470  0.66
C: 2.1309 0.9816 0.9823  -0.21
N: 2.3125 1.8488 -0.0329  -0.12
N: 1.5590 -0.1314 0.5363  -0.54
H: 1.7556 1.7736 -2.0854  0.38
H: 2.2846 2.8478 0.0019  0.26
H: 1.3863 -1.2319 -2.6656  0.36
H: -0.0454 -0.9861 -1.8051  0.19
H: 2.2518 1.1649 2.0357  0.41
H: 0.9889 -2.1205 -1.1108  0.33

Record 6
DFT (ωB97M-V/def2-TZVPD) results for the molecule C6H12N2.

For the maximum force, the calculation gives 7.30 eV Å⁻¹. For the HOMO energy, the calculation gives -8.4 eV. The calculation puts the frontier orbital gap at 9.17 eV. The value obtained for the energy relative to the best compared isomer or geometry (same formula, charge and spin) is 204.4 kcal/mol. The value obtained for the lowest unoccupied orbital energy is 0.8 eV. Its net charge is 0.

Last column: Mulliken charge in e.
Element x y z (Å)
C: -0.2401 2.0315 0.1491  -1.20
C: 0.1820 0.6194 -0.3295  0.51
C: -0.1752 0.6398 -1.9050  -0.88
C: -0.7022 -0.2499 -0.9993  -0.05
C: -0.4853 -1.2627 1.1179  -0.78
C: 0.7530 -0.2321 0.9034  0.12
H: 0.7890 2.7575 -0.1730  0.23
H: -0.0004 1.9726 1.3756  0.25
H: -1.2340 2.2176 -0.1512  0.45
H: -0.1914 1.6632 -2.3234  0.30
H: 0.2954 0.1167 -2.7592  0.25
H: -0.2796 -1.1544 -1.4007  0.16
H: -2.3474 -1.3454 -0.0142  0.27
H: -0.6019 -1.0865 2.3183  0.26
H: -0.4341 -2.2950 1.0691  0.42
H: 0.6075 0.6092 1.7463  0.18
H: 2.3764 -1.0201 1.7103  0.34
H: 2.5351 -0.0847 0.0503  0.37
N: -1.6012 -0.6885 0.1131  -0.53
N: 1.9572 -0.9725 0.5916  -0.68

Record 7
DFT (ωB97M-V/def2-TZVPD) results for the molecule C6H12N2.

For the maximum force, the calculation gives 5.97 eV Å⁻¹. For the HOMO energy, the calculation gives -7.7 eV. The calculation puts the frontier orbital gap at 8.62 eV. The value obtained for the energy relative to the best compared isomer or geometry (same formula, charge and spin) is 85.8 kcal/mol. The value obtained for the lowest unoccupied orbital energy is 0.9 eV. Its net charge is 0.

Last column: Mulliken charge in e.
Element x y z (Å)
C: 1.8000 0.6430 -2.1446  -0.84
C: -2.2232 0.4310 -1.2007  -0.37
C: 1.2545 0.1235 -1.0247  0.14
C: 0.5663 0.6440 1.8048  -1.49
C: -0.4524 -1.6865 1.1245  -1.02
C: -0.4240 -0.1256 0.8850  0.10
N: -0.9664 0.3897 -1.4914  -0.58
N: 0.0287 0.1045 -0.4521  0.45
H: 2.9425 0.7385 -2.2543  0.22
H: 1.2571 1.1260 -2.9719  0.29
H: -2.7723 0.8977 -2.0583  0.28
H: -2.6468 0.0621 -0.2841  0.31
H: 2.0831 -0.2414 -0.3216  0.09
H: 1.6025 0.1173 1.8806  0.29
H: 0.7176 1.6595 1.5500  0.41
H: 0.0256 0.6840 2.7972  0.38
H: -1.3714 -2.0865 0.4498  0.24
H: -0.5035 -1.9007 2.1712  0.41
H: 0.4796 -2.0690 0.5571  0.28
H: -1.3974 0.4889 0.9835  0.40

Record 8
DFT (ωB97M-V/def2-TZVPD) results for the molecule C6H12N2.

For the maximum force, the calculation gives 5.06 eV Å⁻¹. For the HOMO energy, the calculation gives -7.3 eV. The calculation puts the frontier orbital gap at 8.31 eV. The value obtained for the energy relative to the best compared isomer or geometry (same formula, charge and spin) is 75.3 kcal/mol. The value obtained for the lowest unoccupied orbital energy is 1.0 eV. Its net charge is 0.

Last column: Mulliken charge in e.
Element x y z (Å)
C: 0.1760 -1.5293 -0.1828  -0.88
C: -1.2112 -1.2730 -0.2505  -0.32
C: 0.8089 -0.1347 0.0480  1.06
C: 1.4142 0.2806 -1.2815  -1.29
C: 1.7176 -0.1518 1.3347  -1.39
C: -2.7227 0.5478 -0.1272  -0.80
N: -0.3832 0.8009 0.1833  -0.52
N: -1.5406 -0.0345 0.3265  0.13
H: 0.8304 -2.2111 -0.6420  0.45
H: -1.9668 -1.8759 -0.6833  0.39
H: 0.6364 0.6572 -1.9864  0.32
H: 1.8439 -0.6205 -1.7179  0.31
H: 2.0176 1.2356 -1.2394  0.33
H: 2.4843 -0.9977 1.3723  0.33
H: 1.0017 -0.6267 2.1792  0.34
H: 2.1797 0.7758 1.6345  0.36
H: -2.4302 1.0922 -1.1162  0.32
H: -3.4487 -0.1982 -0.4010  0.30
H: -3.1004 1.2866 0.6946  0.23
H: -0.1828 1.2829 1.0954  0.34

Record 9
DFT (ωB97M-V/def2-TZVPD) results for a structure of composition C6H12N2.

For the maximum force, the calculation gives 1.60 eV Å⁻¹. For the HOMO energy, the calculation gives -8.4 eV. The calculation puts the frontier orbital gap at 9.14 eV. The value obtained for the energy relative to the best compared isomer or geometry (same formula, charge and spin) is 89.5 kcal/mol. The value obtained for the lowest unoccupied orbital energy is 0.8 eV. Its net charge is 0.

Last column: Mulliken charge in e.
Element x y z (Å)
C: 0.0694 -0.5367 -1.0936  1.04
C: 0.2357 -1.3883 1.0844  -0.79
C: 0.8148 0.7595 1.2442  -0.54
C: -0.9171 -0.0159 -2.1225  -1.54
C: -0.4161 1.6360 1.4438  -0.97
N: -0.5026 -1.3262 -0.0524  -0.29
C: 1.2617 -1.1137 -1.6561  0.08
N: 2.2479 -1.5259 -2.0917  -0.53
H: -1.4865 -1.1371 0.0919  0.29
H: 0.5833 0.3305 -0.1736  -0.32
H: -0.2853 -1.6865 1.9856  0.42
H: 1.2601 -1.7136 0.9668  0.35
H: 1.6595 1.3171 0.8265  0.36
H: 1.1986 0.4245 2.2076  0.43
H: -1.3338 -0.8148 -2.7414  0.37
H: -0.4169 0.6922 -2.7830  0.35
H: -1.7363 0.5101 -1.6284  0.42
H: -0.7542 2.0739 0.5011  0.28
H: -0.2281 2.4553 2.1438  0.36
H: -1.2542 1.0597 1.8468  0.23

Record 10
DFT (ωB97M-V/def2-TZVPD) results for a cluster of 2 separate species, C6H12N2 in total.

For the maximum force, the calculation gives 1.77 eV Å⁻¹. For the HOMO energy (alpha / beta), the calculation gives -15.1 / -15.2 eV. The calculation puts the frontier orbital gap (alpha / beta) at 11.21 / 7.47 eV. The value obtained for the energy relative to the best compared isomer or geometry (same formula, charge and spin) is 6.6 kcal/mol. The expectation value of S² is 0.762. The value obtained for the lowest unoccupied orbital energy (alpha / beta) is -3.9 / -7.7 eV. Its multiplicity is 2. Its net charge is +1.

Last column: Löwdin spin population.
Element x y z (Å)
C: 2.0151 -1.3796 0.8989  0.00
C: 0.7215 -1.7185 1.6285  0.00
H: 2.5002 -0.5124 1.3225  0.00
H: 2.6539 -2.2609 0.8683  0.00
H: 1.8455 -1.1751 -0.1613  0.00
H: -0.2562 -1.4577 1.1862  0.00
H: 0.6806 -1.1996 2.5900  0.00
H: 0.5669 -2.7536 1.9115  0.00
C: -2.2855 -0.2109 -1.2287  0.04
C: -0.5340 1.1142 0.1551  0.36
C: -1.2711 0.8374 -1.0669  0.22
C: 0.1646 2.3352 -1.4939  0.26
N: 0.3257 2.0805 -0.1732  0.07
N: -0.8133 1.6066 -2.0440  0.00
H: -0.6074 0.7286 1.1667  0.01
H: 1.1053 2.4190 0.3763  0.00
H: -3.1176 -0.0096 -0.5537  0.01
H: -1.8696 -1.2060 -1.0070  0.01
H: 0.7658 3.0045 -2.1053  0.01
H: -2.5905 -0.2423 -2.2700  0.00

Record 11
DFT (ωB97M-V/def2-TZVPD) results for the ion C6H12N2 with charge +2.

For the maximum force, the calculation gives 7.24 eV Å⁻¹. For the HOMO energy (alpha / beta), the calculation gives -16.2 / -21.3 eV. The calculation puts the frontier orbital gap (alpha / beta) at 6.87 / 8.49 eV. The value obtained for the energy relative to the best compared isomer or geometry (same formula, charge and spin) is 33.9 kcal/mol. The expectation value of S² is 2.024. The value obtained for the lowest unoccupied orbital energy (alpha / beta) is -9.3 / -12.8 eV. Its multiplicity is 3. Its net charge is +2.

Last column: Löwdin spin population.
Element x y z (Å)
C: -0.6752 0.9826 -0.3149  0.60
C: 0.6734 0.9971 -0.2811  0.54
C: -1.4575 -1.1186 -0.8921  0.20
C: -2.9001 0.0479 0.5706  0.01
C: 2.8965 0.0963 -0.5489  0.02
C: 1.4094 -0.6613 1.1949  0.34
N: -1.6481 -0.0604 -0.2249  0.07
N: 1.6164 0.0938 0.1731  0.12
H: -1.0121 1.9687 -0.3774  0.02
H: 1.1992 1.8734 -0.4024  0.02
H: -2.2137 -1.9152 -0.8482  0.01
H: -3.7164 0.5912 0.1393  0.00
H: -2.6937 0.5613 1.6131  0.00
H: -3.2675 -0.9577 0.5970  0.00
H: 3.6377 -0.0767 0.1962  0.00
H: 2.9432 -0.6641 -1.3042  0.00
H: 3.0110 1.0874 -1.0313  0.00
H: 2.1672 -1.2774 1.5110  0.02
H: 0.5447 -0.4798 1.6909  0.02
H: -0.5144 -1.0884 -1.4606  0.01

Record 12
DFT (ωB97M-V/def2-TZVPD) results for the molecule C6H12N2O.

For the maximum force, the calculation gives 1.08 eV Å⁻¹. For the HOMO energy, the calculation gives -5.9 eV. The calculation puts the frontier orbital gap at 6.79 eV. The value obtained for the energy relative to the best compared isomer or geometry (same formula, charge and spin) is 75.7 kcal/mol. The value obtained for the lowest unoccupied orbital energy is 0.9 eV. Its net charge is 0.

Last column: Mulliken charge in e.
Element x y z (Å)
C: 0.5720 0.7535 -0.9765  0.52
C: 1.8526 1.4080 -1.3888  -1.45
C: -0.2530 -2.0967 1.6391  -1.37
C: -0.4563 -1.1989 0.4613  0.50
N: -0.6045 1.1346 -1.6174  -0.57
N: -1.6145 -1.3493 -0.2492  -0.44
C: -0.3458 0.7677 1.1620  -0.11
C: 0.5262 -0.1822 0.0962  -0.34
O: -1.4503 1.2805 0.9310  -0.67
H: -0.4662 1.9139 -2.2501  0.29
H: -1.3241 1.3781 -0.9119  0.25
H: -1.7081 -0.7605 -1.0675  0.34
H: -2.4704 -1.4199 0.2923  0.23
H: 0.2665 1.0290 2.0319  0.41
H: 1.5021 -0.3735 0.5319  0.36
H: 2.6690 1.1593 -0.7091  0.35
H: 2.1567 1.0781 -2.3913  0.32
H: 1.7600 2.5007 -1.4244  0.38
H: 0.6518 -1.8384 2.1902  0.31
H: -1.0986 -2.0444 2.3381  0.33
H: -0.1649 -3.1395 1.3123  0.36